ORCA calculation (ωB97M-V with the def2-TZVPD basis set) on a molecular structure, C30H43Cl3N5O3PtSi in a non-equilibrium geometry.

Positions of all 86 atoms, in Å:
C -2.031 -2.125 -4.400
C -1.236 -2.852 -3.321
H -1.562 -2.311 -5.374
H -2.062 -1.046 -4.232
H -3.041 -2.528 -4.406
C -0.948 -4.229 -3.351
C -0.787 -4.942 -4.621
H -0.537 -4.669 -2.438
H -0.466 -4.228 -5.398
H -1.744 -5.383 -4.930
H -0.053 -5.744 -4.511
Pt 0.035 0.953 -0.096
Cl -2.219 0.845 0.543
Cl 0.428 4.597 -2.026
H 1.236 5.374 3.139
H -1.235 5.988 2.713
C 1.278 4.702 2.296
C -1.018 5.661 1.685
N -0.051 4.559 1.743
H 1.685 3.731 2.599
C -0.275 3.417 1.128
O 0.653 2.527 1.165
H -1.928 5.272 1.194
H -1.211 3.238 0.622
H 1.953 5.151 1.559
H -0.578 6.483 1.097
H 1.593 -0.606 -3.735
H 2.544 -3.209 -2.406
C 2.641 -0.487 -3.441
C 3.375 -2.509 -2.239
N 2.883 -1.137 -2.162
H 2.914 0.563 -3.410
C 2.693 -0.550 -0.975
O 2.168 0.599 -0.784
H 3.890 -2.774 -1.311
H 3.093 -1.133 -0.126
H 3.270 -1.001 -4.171
H 4.064 -2.589 -3.089
O -0.120 -2.081 -2.975
C -1.180 -2.205 -1.901
C 0.254 -3.649 -0.328
C -0.917 -2.907 -0.639
H 1.117 -3.619 -0.988
C 0.318 -4.449 0.816
H -1.818 -1.316 -1.765
C -1.911 -2.871 0.378
H 1.198 -5.076 0.999
C -0.735 -4.490 1.733
C -1.854 -3.673 1.516
H -2.772 -2.220 0.246
H -0.694 -5.155 2.604
H -2.688 -3.687 2.221
Si -0.213 3.050 -3.339
Cl -0.508 0.364 -2.094
C 1.610 2.659 -3.727
C -2.014 3.318 -2.612
C -0.779 3.402 -5.082
H 2.182 2.338 -2.845
H 2.083 3.593 -4.090
H 1.728 1.924 -4.535
H -0.146 2.913 -5.828
H -0.717 4.486 -5.221
H -1.815 3.090 -5.254
H -2.125 2.999 -1.571
H -2.763 2.806 -3.222
H -2.251 4.394 -2.667
N -1.115 1.367 10.203
C -0.935 1.008 9.108
C -0.717 0.571 7.761
C -1.407 1.174 6.707
C -1.188 0.776 5.410
C -0.248 -0.242 5.173
C 0.436 -0.885 6.204
C 0.196 -0.465 7.507
N 0.152 -0.487 3.846
C 1.127 -1.355 3.346
C 1.267 -1.103 2.028
N 0.442 -0.035 1.724
C -0.294 0.268 2.807
H -2.125 1.981 6.906
H -1.720 1.268 4.584
H 1.166 -1.665 5.969
H 0.728 -0.939 8.317
H 1.617 -2.097 3.968
H 1.872 -1.608 1.270
H -1.139 0.919 2.804

Results
LUMO energy (spin up / spin down): 1.924 / 1.922 eV
Energy relative to the best compared isomer or geometry (same formula, charge and spin): 384.4 kJ/mol
Total energy: -94089.6814 eV
Net charge: -1
Maximum force: 4.8 eV/Å
Multiplicity: 3
Expectation value of S²: 2.0148